Formula: CH2NO3PS
Source: the OMol25 dataset
Level of theory: ωB97M-V with the def2-TZVPD basis set

Values from the calculation:
ΔE to the lowest compared entry with this formula, charge and spin, kcal per mole: 56.7
Orbital gap, eV: 5.9
E_tot, hartree: -1059.38433
HOMO energy, eV: 0.20
SMILES string: [H]/N=C(\[S-])[P@](=O)([O-])O
Strongest force on any atom, eV/Å: 6.17

Structure (ORCA input):
```
! RIJCOSX wB97M-V def2-TZVPD def2/J DEFGRID3
* xyz -2 1
C -0.85 0.57 -0.83
N 0.34 0.59 0.10
O -1.44 -1.76 -2.26
O -3.28 -0.66 -0.76
O -1.19 -1.77 0.33
P -1.85 -1.00 -0.98
S -1.06 1.76 -1.96
H -0.43 -1.28 0.43
H 0.82 1.38 -0.27
*
```

Atomic partial charges in e from the Mulliken method, atoms 1 to 5: 0.26, -0.95, -0.77, -0.74, -0.55



Formula: CH2NO3S
Source: the OMol25 dataset
Level of theory: ωB97M-V with the def2-TZVPD basis set

Values from the calculation:
ΔE to the lowest compared entry with this formula, charge and spin, kcal per mole: 91.7
Orbital gap, eV: 6.9
E_tot, hartree: -717.89533
HOMO energy, eV: -3.22
SMILES string: [O-]N(O)C(O)=S
Strongest force on any atom, eV/Å: 3.76

Structure (ORCA input):
```
! RIJCOSX wB97M-V def2-TZVPD def2/J DEFGRID3
* xyz -1 1
C 0.08 0.45 -0.03
N 0.48 -0.71 0.47
O -0.04 -1.80 -0.30
O 1.17 -1.06 1.45
O 0.15 1.67 0.62
S -1.05 0.50 -1.54
H -0.58 2.27 0.40
H -0.21 -1.32 -1.08
*
```

Atomic partial charges in e from the Mulliken method, atoms 1 to 5: 0.19, 0.59, -0.38, -0.77, -0.47



Formula: CH2NO4P
Source: the OMol25 dataset
Level of theory: ωB97M-V with the def2-TZVPD basis set

Values from the calculation:
ΔE to the lowest compared entry with this formula, charge and spin, kcal per mole: 12.2
Orbital gap, eV: 6.5
E_tot, hartree: -736.47445
HOMO energy, eV: 0.42
SMILES string: O=CNP(=O)([O-])[O-]
Strongest force on any atom, eV/Å: 2.92

Structure (ORCA input):
```
! RIJCOSX wB97M-V def2-TZVPD def2/J DEFGRID3
* xyz -2 1
C 0.32 0.52 1.23
N -0.65 0.18 0.42
O 1.18 0.37 -1.40
O 0.35 -1.94 -0.65
O 0.24 1.00 2.43
O -1.17 -0.42 -2.03
P 0.05 -0.55 -1.11
H 1.31 0.26 0.75
H -1.62 0.58 0.36
*
```

Atomic partial charges in e from the Mulliken method, atoms 1 to 5: 0.00, -0.16, -0.77, -0.78, -0.74



Formula: CH2NO4S
Source: the OMol25 dataset
Level of theory: ωB97M-V with the def2-TZVPD basis set

Values from the calculation:
ΔE to the lowest compared entry with this formula, charge and spin, kcal per mole: 86.7
Orbital gap (alpha / beta), eV: 7.6 / 7.6
E_tot, hartree: -793.15817
HOMO energy (alpha / beta), eV: -4.05 / -4.05
Strongest force on any atom, eV/Å: 1.94

Structure (ORCA input):
```
! RIJCOSX wB97M-V def2-TZVPD def2/J DEFGRID3
* xyz -1 1
C 0.65 0.46 0.02
N 1.33 -0.69 0.13
O 1.58 -1.14 1.27
O -2.25 -0.30 -1.27
O 1.68 -1.31 -0.90
O -2.33 1.13 0.69
S -1.85 -0.11 0.11
H 0.57 1.07 0.90
H 0.61 0.90 -0.96
*
```

Atomic partial charges in e from the Mulliken method, atoms 1 to 5: -1.01, 0.81, -0.66, -0.48, -0.65



Formula: CH2Na10O4
Source: the OMol25 dataset
Level of theory: ωB97M-V with the def2-TZVPD basis set

Values from the calculation:
ΔE to the lowest compared entry with this formula, charge and spin, kcal per mole: 334.4
Orbital gap, eV: 7.7
E_tot, hartree: -1958.72392
HOMO energy, eV: -36.82
Strongest force on any atom, eV/Å: 7.66

Structure (ORCA input):
```
! RIJCOSX wB97M-V def2-TZVPD def2/J DEFGRID3
* xyz 8 1
Na -2.32 0.84 -1.84
Na 2.50 0.78 2.19
Na -1.10 3.32 0.41
Na -3.66 1.14 1.52
Na -1.30 -2.11 -2.46
Na 1.27 -2.45 -0.48
Na 0.99 0.25 -3.40
Na -0.69 0.80 2.99
Na 0.88 -2.30 2.88
Na -2.17 -1.85 0.96
C -0.33 0.23 0.17
O -0.13 -0.06 -1.01
O -1.36 0.76 0.50
O 0.38 -0.24 1.06
O 2.40 0.62 -1.38
H 1.57 0.26 -1.05
H 3.07 0.02 -1.06
*
```

Atomic partial charges in e from the Mulliken method, atoms 1 to 5: 0.97, 0.99, 0.99, 1.02, 1.01



Formula: CH2O2P
Source: the OMol25 dataset
Level of theory: ωB97M-V with the def2-TZVPD basis set

Values from the calculation:
ΔE to the lowest compared entry with this formula, charge and spin, kcal per mole: 45.2
Orbital gap, eV: 6.6
E_tot, hartree: -531.12710
HOMO energy, eV: -2.01
Strongest force on any atom, eV/Å: 3.76

Structure (ORCA input):
```
! RIJCOSX wB97M-V def2-TZVPD def2/J DEFGRID3
* xyz -1 1
C 2.81 0.91 0.00
O 1.00 -1.88 -0.14
O 3.40 -0.05 0.00
P 0.38 -0.52 -0.35
H 0.57 0.11 0.80
H 1.21 0.41 -1.08
*
```

Atomic partial charges in e from the Mulliken method, atoms 1 to 5: -0.06, -0.61, -0.14, -0.07, -0.09